No. 1
Below is a structure of composition C53H41N2O3P2Ru in a non-equilibrium geometry, with properties calculated with ωB97M-V with the def2-TZVPD basis set.

```
102
Properties=species:S:1:pos:R:3:forces:R:3
Ru -0.405 0.162 -0.305 0.9794 -0.0198 0.9528
C -3.827 -0.707 -0.861 -0.3009 -0.0402 -0.5411
O -2.780 -0.507 0.086 0.5059 0.0503 0.4291
C -2.932 -1.087 1.331 0.2415 -0.0955 0.4544
C -4.081 -1.761 1.730 0.1120 0.1817 -0.2923
C -4.148 -2.362 2.976 0.1907 0.0185 0.0036
C -3.050 -2.338 3.819 0.0290 -0.0022 -0.0113
C -1.904 -1.662 3.434 -0.0685 0.1380 -0.1330
C -1.845 -0.997 2.213 -0.6740 -0.2713 -0.0277
N -0.653 -0.246 1.831 0.2219 -0.0966 -0.0630
N 0.739 1.492 2.951 0.0439 -0.0606 -0.2257
C 2.039 1.481 2.609 -0.1739 -0.0988 -0.2723
C 2.395 1.155 1.242 0.9596 0.1806 0.5825
O 1.523 0.899 0.339 -1.5044 -0.7763 -0.6490
C 3.778 1.166 0.913 -0.1531 0.0058 -0.0692
C 4.734 1.544 1.808 -0.1869 -0.1514 -0.4455
C 4.402 1.911 3.136 -0.2884 0.1578 0.6842
C 5.392 2.316 4.046 -0.2779 -0.1372 -0.2473
C 5.064 2.658 5.343 -0.1417 -0.0489 -0.0312
C 3.732 2.611 5.753 0.0014 -0.0367 -0.0865
C 2.738 2.230 4.874 0.0097 -0.0181 -0.1336
C 3.041 1.866 3.549 0.6238 0.1170 0.3610
H -3.999 -1.772 -1.034 0.0625 0.0935 0.0406
H -3.480 -0.246 -1.786 -0.0706 -0.0287 0.0583
H -4.754 -0.228 -0.534 0.1384 -0.0288 0.0617
H -4.927 -1.835 1.070 -0.1213 0.0246 -0.0908
H -5.056 -2.870 3.266 -0.0248 -0.0465 0.0299
H -3.078 -2.850 4.767 0.0025 -0.0226 0.0934
H -1.048 -1.672 4.093 0.1023 0.0568 0.0297
H 4.033 0.879 -0.094 0.0854 0.0076 -0.1043
H 5.771 1.575 1.508 0.0921 -0.0409 -0.0490
H 6.420 2.351 3.716 0.1169 -0.0013 -0.0298
H 5.833 2.958 6.038 0.0604 0.0297 0.0346
H 3.474 2.877 6.767 -0.0250 0.0395 0.0762
H 1.715 2.231 5.211 -0.0767 0.0311 0.0958
O -0.736 2.482 -2.274 -0.1673 0.5382 -0.6969
C -0.580 2.189 -3.618 0.0509 -0.2725 -0.6450
C -0.864 3.098 -4.628 0.0432 -0.0636 0.3620
C -0.676 2.713 -5.947 -0.0130 0.0866 0.1011
C -0.194 1.451 -6.259 0.0642 -0.2242 -0.0490
C 0.062 0.530 -5.256 -0.0065 0.1813 0.0326
C -0.157 0.898 -3.932 -0.1683 0.1187 0.9738
P 0.041 -0.283 -2.559 -0.0930 -0.0635 -2.0926
C 1.667 -1.030 -2.838 -0.0826 0.1406 0.5706
C 2.790 -0.305 -2.428 -0.2003 0.0245 0.0060
C 4.052 -0.822 -2.646 0.0230 0.0111 -0.0193
C 4.199 -2.047 -3.283 -0.0847 0.0107 0.0135
C 3.084 -2.759 -3.704 0.1165 -0.0119 -0.0394
C 1.813 -2.263 -3.475 -0.1843 0.1084 0.1007
C -1.149 -1.627 -2.802 0.1194 0.1450 0.4386
C -1.176 -2.585 -1.778 0.2206 0.2344 -0.0850
C -2.013 -3.680 -1.884 -0.0782 -0.0910 0.1553
C -2.828 -3.820 -3.001 0.0799 0.0606 0.0105
C -2.811 -2.866 -4.008 -0.0355 -0.0218 -0.0082
C -1.985 -1.759 -3.907 0.1149 0.1679 -0.0024
C 0.195 3.263 -1.638 0.3746 0.3037 0.5673
C 1.266 3.922 -2.218 -0.2212 -0.1735 -0.1756
C 2.131 4.624 -1.389 -0.0436 -0.0764 0.0401
C 1.931 4.668 -0.018 -0.0730 0.0217 0.2567
C 0.850 4.016 0.560 0.0766 -0.0055 -0.0912
C -0.022 3.312 -0.253 -0.3223 -0.5413 -0.6558
P -1.493 2.324 0.178 0.6160 1.0677 0.9728
C -1.379 2.168 1.995 -0.3112 -0.1269 -0.2625
C -1.858 3.102 2.846 0.0040 -0.4924 -0.7551
C -1.648 3.046 4.260 0.4275 -0.2709 0.7410
C -0.878 2.095 4.816 -0.2986 0.5208 -0.0542
C -0.174 1.111 3.990 0.0194 -0.1730 0.1034
C -0.526 1.054 2.497 0.0633 0.4959 0.4911
C -2.843 3.496 -0.128 -0.1412 -0.6413 -0.4222
C -2.666 4.845 0.187 0.1117 -0.1393 -0.0367
C -3.725 5.720 0.022 0.0232 0.0419 0.0384
C -4.938 5.269 -0.480 0.0336 -0.0556 -0.0030
C -5.093 3.939 -0.836 -0.0734 -0.0105 -0.0251
C -4.047 3.050 -0.658 0.0281 -0.0126 0.0987
H -1.219 4.087 -4.382 -0.0335 0.1169 0.0431
H -0.900 3.414 -6.737 0.0108 0.0501 -0.0552
H -0.018 1.182 -7.288 -0.0107 -0.0309 -0.0938
H 0.437 -0.455 -5.491 0.0244 -0.0915 -0.0693
H 2.647 0.653 -1.940 0.1231 -0.0114 -0.0327
H 4.928 -0.278 -2.326 0.0730 0.0754 -0.0047
H 5.186 -2.448 -3.450 0.0953 -0.0506 -0.0379
H 3.206 -3.704 -4.211 0.0057 -0.0763 -0.0314
H 0.946 -2.822 -3.797 -0.0235 -0.0700 0.0003
H -0.492 -2.482 -0.924 -0.0947 -0.2447 -0.1680
H -2.026 -4.442 -1.121 0.0265 -0.0523 0.1406
H -3.469 -4.681 -3.091 -0.0619 -0.1293 -0.0119
H -3.428 -2.998 -4.884 -0.0766 0.0304 -0.0526
H -1.970 -1.017 -4.694 -0.0329 0.0091 -0.0209
H 1.426 3.901 -3.286 0.0060 -0.0324 -0.0455
H 2.973 5.141 -1.825 0.0447 0.0413 -0.0378
H 2.615 5.219 0.607 0.0671 0.0919 0.0585
H 0.692 4.054 1.629 -0.0125 0.0169 0.1148
H -2.468 3.904 2.458 -0.0122 0.0823 -0.0449
H -2.145 3.783 4.871 -0.0761 -0.0167 0.1442
H -0.804 1.978 5.886 -0.0440 0.0663 0.1629
H 0.099 0.192 4.502 -0.0113 -0.0754 -0.1485
H 0.172 -0.810 2.087 -0.2912 0.2860 -0.1422
H -1.717 5.206 0.557 0.0535 0.0635 -0.0049
H -3.599 6.760 0.283 0.0054 0.0821 0.0060
H -5.758 5.960 -0.599 -0.0773 0.0668 -0.0458
H -6.027 3.594 -1.254 -0.0825 -0.0179 -0.0185
H -4.156 2.013 -0.934 -0.0980 -0.1017 -0.0437
```
Positions in Å, forces in eV/Å.

For the HOMO-LUMO gap (alpha / beta), the calculation gives 5.0 / 5.6 eV. Its charge is +3. As for the LUMO energy (alpha / beta): -10.05 / -10.19 eV. The spin multiplicity is 5.

Results of the Löwdin charge analysis, in e, for atoms 1 through 99:
1. Ru 1.207
2. C -0.056
3. O -0.229
4. C -0.208
5. C 0.014
6. C -0.022
7. C -0.036
8. C -0.002
9. C -0.170
10. N -0.005
11. N 0.118
12. C -0.048
13. C -0.290
14. O -0.155
15. C 0.027
16. C 0.039
17. C -0.150
18. C 0.023
19. C -0.013
20. C -0.022
21. C 0.019
22. C -0.080
23. H 0.103
24. H 0.093
25. H 0.110
26. H 0.119
27. H 0.130
28. H 0.125
29. H 0.117
30. H 0.103
31. H 0.137
32. H 0.130
33. H 0.127
34. H 0.123
35. H 0.098
36. O -0.118
37. C -0.270
38. C 0.023
39. C -0.018
40. C -0.031
41. C -0.058
42. C -0.254
43. P 1.037
44. C -0.344
45. C -0.099
46. C -0.053
47. C -0.029
48. C -0.037
49. C -0.066
50. C -0.387
51. C -0.136
52. C -0.053
53. C -0.032
54. C -0.029
55. C -0.059
56. C -0.278
57. C 0.028
58. C -0.023
59. C -0.044
60. C -0.067
61. C -0.294
62. P 1.123
63. C -0.227
64. C -0.017
65. C -0.014
66. C 0.012
67. C -0.108
68. C -0.356
69. C -0.335
70. C -0.083
71. C -0.037
72. C -0.030
73. C -0.042
74. C -0.071
75. H 0.138
76. H 0.128
77. H 0.125
78. H 0.122
79. H 0.086
80. H 0.115
81. H 0.123
82. H 0.123
83. H 0.112
84. H 0.101
85. H 0.123
86. H 0.125
87. H 0.126
88. H 0.110
89. H 0.129
90. H 0.126
91. H 0.120
92. H 0.116
93. H 0.110
94. H 0.128
95. H 0.129
96. H 0.159
97. H 0.164
98. H 0.112
99. H 0.123

=====

No. 2
Below is a structure of composition C53H42AsBrClN5O5Pb, with properties calculated with ωB97M-V with the def2-TZVPD basis set.

```
109
Properties=species:S:1:pos:R:3:forces:R:3
Pb 1.290 0.704 -0.005 0.0564 -0.5319 -0.2325
O 4.573 -2.297 1.843 -0.0375 0.0323 -0.1089
C 3.801 -3.211 2.490 0.0384 0.0026 0.0360
C 4.382 -4.304 3.129 -0.0021 -0.0072 -0.0168
C 3.608 -5.216 3.832 -0.0317 0.0285 -0.0039
C 2.234 -5.047 3.895 0.0406 0.0192 -0.0436
C 1.664 -3.965 3.235 -0.0685 -0.1370 -0.0748
C 2.415 -3.037 2.525 -0.0604 -0.0544 -0.1141
C 1.656 -1.864 1.903 -0.1191 0.1537 0.0398
O 2.105 -1.348 0.741 0.1230 0.2265 0.2376
N 1.636 -0.841 3.006 0.2068 -0.0953 -0.2168
N 1.435 0.433 2.727 -0.0696 -0.0829 0.0567
C 1.115 1.245 3.664 0.0179 0.2723 -0.0900
C 1.048 2.689 3.443 0.1189 -0.2909 -0.1876
Br 2.249 3.342 2.111 0.1613 0.1608 0.1314
C 0.326 3.594 4.101 -0.2544 0.0808 0.1981
C -0.730 3.357 5.103 0.1330 -0.0008 -0.0342
C -1.094 4.428 5.924 0.0185 0.0248 0.0770
C -2.070 4.289 6.897 0.0004 -0.0339 -0.0402
C -2.712 3.069 7.069 0.0359 0.0266 -0.0053
C -2.384 2.005 6.242 0.0213 0.0223 -0.0085
C -1.411 2.147 5.263 -0.0764 -0.0030 -0.0836
H 5.490 -2.591 1.876 0.0116 0.0221 0.0197
H 5.461 -4.426 3.083 -0.0249 0.0043 0.0121
H 4.084 -6.048 4.338 -0.0086 0.0172 -0.0461
H 1.614 -5.752 4.434 0.0104 0.0227 -0.0021
H 0.584 -3.843 3.244 0.0537 -0.0037 0.0084
H 0.616 -2.226 1.794 -0.1017 0.0476 0.0217
H 1.366 -1.174 3.925 -0.0530 0.0120 0.0387
H 0.950 0.889 4.680 -0.0115 0.0117 0.0609
H 0.534 4.636 3.894 -0.0772 -0.0038 -0.0344
H -0.595 5.382 5.794 -0.0248 -0.0355 0.0099
H -2.337 5.135 7.518 0.0196 -0.0037 0.0098
H -3.473 2.954 7.831 0.0123 0.0062 -0.0249
H -2.897 1.058 6.350 -0.0082 0.0041 -0.0170
H -1.221 1.324 4.587 0.0261 0.0048 0.0230
Cl -4.550 -3.620 -2.003 0.0642 0.0420 0.0406
C -3.433 -2.511 -1.245 -0.0257 -0.0506 0.0960
C -3.237 -2.557 0.139 0.0186 -0.0305 -0.0586
C -2.340 -1.703 0.734 0.0472 -0.0236 0.0373
C -1.594 -0.748 -0.006 0.1418 0.0263 0.2288
O -0.744 0.002 0.630 -0.0991 -0.0867 -0.0562
C -1.856 -0.684 -1.397 -0.0405 0.0606 -0.2830
C -1.296 0.327 -2.295 -0.0373 -0.1767 0.1269
O -0.537 1.227 -2.001 0.1335 0.0267 -0.0290
C -2.759 -1.581 -1.990 0.0314 0.0151 -0.1007
H -3.790 -3.276 0.733 0.0186 0.0181 -0.0105
H -2.160 -1.742 1.802 -0.0345 -0.0055 -0.0220
H -1.651 0.242 -3.341 -0.0206 -0.0075 0.0080
H -2.923 -1.525 -3.062 -0.0143 0.0137 0.0482
N -3.570 6.141 -2.786 -0.0129 0.0596 -0.0693
C -4.769 6.797 -2.978 0.1151 -0.0128 -0.0758
C -5.240 7.626 -3.992 -0.0015 -0.0156 0.0285
C -6.518 8.127 -3.838 -0.0286 -0.0173 0.0462
C -7.298 7.812 -2.711 0.0440 0.0035 -0.0289
C -6.821 6.986 -1.713 -0.0554 0.0072 0.0123
C -5.534 6.468 -1.854 -0.0632 -0.0645 0.1894
N -4.817 5.633 -1.008 -0.1293 0.0937 -0.1236
C -3.668 5.465 -1.597 0.1326 -0.0610 0.0298
C -2.559 4.667 -1.050 -0.1186 0.1181 -0.0467
C -1.255 4.807 -1.505 0.0353 0.0212 -0.0923
C -0.261 4.046 -0.916 0.0547 -0.0524 0.0966
N -0.486 3.191 0.075 -0.1548 -0.0111 0.1090
C -1.742 3.057 0.506 0.1511 -0.0162 -0.0370
C -2.805 3.765 -0.024 -0.0777 -0.0498 0.0830
H -2.796 6.112 -3.423 0.0136 -0.0199 -0.0106
H -4.638 7.872 -4.858 -0.0126 -0.0106 0.0215
H -6.927 8.779 -4.599 0.0068 -0.0172 0.0225
H -8.292 8.231 -2.628 0.0081 -0.0100 -0.0082
H -7.416 6.740 -0.842 0.0217 0.0143 -0.0391
H -0.996 5.497 -2.298 0.0098 0.0030 0.0434
H 0.766 4.127 -1.261 -0.0370 -0.0070 0.0281
H -1.898 2.334 1.300 0.0216 0.0053 -0.0352
H -3.813 3.629 0.343 0.0402 0.0245 0.0162
O 1.377 -0.871 -1.826 0.1251 -0.1694 0.0582
As 2.170 -2.336 -1.920 -0.3013 0.1099 -0.5012
C 1.588 -3.846 -0.907 -0.0749 0.0937 0.3090
C 0.230 -3.982 -0.639 0.1146 -0.0612 0.0281
C -0.223 -5.111 0.026 0.0164 -0.0161 -0.0062
C 0.675 -6.095 0.418 0.0245 0.0110 -0.0019
C 2.031 -5.949 0.158 -0.0206 0.0213 0.0533
C 2.494 -4.818 -0.500 -0.0781 -0.0115 -0.0306
C 4.075 -2.186 -1.927 0.0858 0.0103 0.0412
C 4.684 -1.046 -1.424 0.0268 -0.1446 0.0877
C 6.059 -0.901 -1.532 0.0761 -0.0058 0.0623
C 6.820 -1.898 -2.129 -0.0265 0.0015 -0.0495
C 6.209 -3.041 -2.632 -0.0175 0.0485 0.0265
C 4.831 -3.181 -2.542 0.0514 0.0906 0.0305
C 1.774 -2.869 -3.742 -0.1689 0.2627 -0.0186
C 2.302 -2.085 -4.770 -0.0136 -0.1293 0.0673
C 1.828 -2.220 -6.064 -0.0140 -0.0392 -0.0287
C 0.811 -3.128 -6.339 0.0248 0.0036 0.0199
C 0.286 -3.913 -5.324 0.0461 -0.0040 -0.0169
C 0.765 -3.783 -4.026 0.1172 -0.0588 -0.0305
H -0.465 -3.214 -0.949 -0.0934 0.1054 -0.0046
H -1.281 -5.222 0.231 -0.0072 0.0137 0.0081
H 0.317 -6.978 0.934 0.0090 0.0163 0.0030
H 2.734 -6.706 0.483 -0.0194 0.0092 0.0006
H 3.554 -4.701 -0.687 0.0069 0.0296 0.0289
H 4.086 -0.294 -0.932 -0.0209 0.0672 0.0249
H 6.539 -0.013 -1.138 -0.0205 -0.0303 -0.0339
H 7.892 -1.778 -2.220 -0.0134 -0.0104 0.0307
H 6.801 -3.814 -3.106 -0.0132 0.0218 0.0084
H 4.348 -4.052 -2.967 -0.0105 -0.0197 -0.0146
H 3.081 -1.365 -4.551 -0.0092 0.0576 0.0007
H 2.237 -1.606 -6.857 0.0021 -0.0205 0.0211
H 0.427 -3.221 -7.348 0.0149 -0.0032 0.0115
H -0.503 -4.623 -5.538 0.0174 0.0072 0.0102
H 0.353 -4.401 -3.239 -0.0587 0.0174 0.0231
```
Positions in Å, forces in eV/Å.

For the HOMO-LUMO gap, the calculation gives 7.9 eV. As for the LUMO energy: 0.35 eV. As for the energy relative to the best compared isomer or geometry (same formula, charge and spin): 0.000 eV.

Results of the Löwdin charge analysis, in e, for atoms 1 through 99:
1. Pb 1.380
2. O 0.068
3. C -0.263
4. C -0.028
5. C -0.094
6. C -0.097
7. C -0.050
8. C -0.105
9. C -0.441
10. O -0.368
11. N 0.033
12. N -0.054
13. C -0.215
14. C -0.624
15. Br 0.726
16. C -0.118
17. C -0.210
18. C -0.044
19. C -0.084
20. C -0.092
21. C -0.082
22. C -0.041
23. H 0.105
24. H 0.111
25. H 0.102
26. H 0.098
27. H 0.116
28. H 0.120
29. H 0.140
30. H 0.126
31. H 0.094
32. H 0.111
33. H 0.102
34. H 0.101
35. H 0.103
36. H 0.100
37. Cl 0.628
38. C -0.682
39. C -0.112
40. C -0.015
41. C -0.367
42. O -0.252
43. C -0.137
44. C -0.211
45. O -0.067
46. C -0.079
47. H 0.106
48. H 0.116
49. H 0.130
50. H 0.112
51. N 0.164
52. C -0.194
53. C -0.027
54. C -0.099
55. C -0.097
56. C -0.018
57. C -0.226
58. N 0.182
59. C -0.280
60. C -0.139
61. C -0.009
62. C -0.155
63. N 0.007
64. C -0.118
65. C 0.008
66. H 0.150
67. H 0.106
68. H 0.098
69. H 0.097
70. H 0.111
71. H 0.105
72. H 0.113
73. H 0.110
74. H 0.115
75. O -0.578
76. As 1.236
77. C -0.301
78. C -0.090
79. C -0.062
80. C -0.077
81. C -0.073
82. C -0.079
83. C -0.298
84. C -0.079
85. C -0.070
86. C -0.081
87. C -0.077
88. C -0.106
89. C -0.277
90. C -0.093
91. C -0.080
92. C -0.085
93. C -0.079
94. C -0.082
95. H 0.098
96. H 0.106
97. H 0.106
98. H 0.108
99. H 0.099